No. 1
Density functional theory data (ωB97M-V/def2-TZVPD) for a molecular structure, C29H45Cl2N6O11SiTb at a distorted geometry.

XYZ file:
```
95
C29H45Cl2N6O11SiTb ωB97M-V/def2-TZVPD
C -1.140 -0.424 -4.209
C -0.682 -1.710 -3.592
H -0.574 -0.196 -5.124
H -1.002 0.408 -3.500
H -2.213 -0.469 -4.475
C -0.170 -2.737 -4.293
C 0.031 -2.765 -5.770
H 0.081 -3.666 -3.785
H -0.097 -1.777 -6.224
H -0.681 -3.454 -6.249
H 1.035 -3.130 -6.036
Tb 0.745 0.451 0.202
Cl -0.179 2.005 -1.598
C -0.083 -2.535 1.616
O 0.773 -1.760 1.134
N 0.252 -3.615 2.320
C 1.660 -3.926 2.518
C -0.730 -4.573 2.802
H -1.170 -2.351 1.504
H 2.250 -3.055 2.228
H 1.952 -4.791 1.909
H 1.822 -4.158 3.575
H -1.736 -4.155 2.660
H -0.560 -4.771 3.869
H -0.661 -5.522 2.250
H 1.130 3.595 4.718
H -1.013 4.496 4.298
C 1.453 3.623 3.669
C -0.774 4.665 3.242
N 0.257 3.719 2.830
H 1.991 2.707 3.411
C 0.299 3.252 1.578
O 1.275 2.620 1.105
H -1.663 4.501 2.623
H -0.609 3.411 0.974
H 2.114 4.492 3.514
H -0.438 5.706 3.110
H 1.459 -0.260 -3.641
H 2.566 -2.823 -3.676
C 2.482 -0.011 -3.318
C 3.442 -2.304 -3.262
N 3.042 -1.110 -2.534
H 2.451 0.913 -2.735
C 3.213 -1.052 -1.210
O 2.900 -0.060 -0.504
H 3.968 -2.963 -2.566
H 3.655 -1.959 -0.765
H 3.103 0.121 -4.212
H 4.112 -2.022 -4.082
O 0.088 -0.933 -1.482
C -0.815 -1.767 -2.074
C 0.513 -3.797 -1.381
C -0.727 -3.184 -1.481
H 1.398 -3.231 -1.682
C 0.615 -5.116 -0.914
H -1.840 -1.390 -1.889
C -1.882 -3.844 -1.066
H 1.597 -5.582 -0.856
C -0.549 -5.813 -0.583
C -1.789 -5.177 -0.634
H -2.827 -3.298 -1.128
H -0.482 -6.869 -0.300
H -2.700 -5.709 -0.359
Si 0.026 5.473 -2.788
Cl -0.163 3.891 -4.149
C 1.844 5.666 -2.395
C -1.077 5.222 -1.300
C -0.578 6.986 -3.727
H 2.326 4.696 -2.237
H 1.990 6.278 -1.494
H 2.336 6.178 -3.234
H 0.111 7.187 -4.555
H -0.633 7.883 -3.091
H -1.574 6.790 -4.139
H -0.923 4.224 -0.871
H -2.131 5.292 -1.594
H -0.879 5.984 -0.533
O -3.543 0.512 7.292
N -2.384 0.196 6.954
O -1.484 -0.066 7.780
C -2.056 0.146 5.550
C -3.041 0.468 4.602
C -2.699 0.453 3.259
C -1.336 0.387 2.822
O -1.043 0.579 1.601
C -0.357 0.052 3.837
C -0.743 -0.151 5.160
N 1.002 -0.253 3.470
O 1.616 -1.088 4.161
O 1.570 0.349 2.513
N -3.733 0.521 2.214
O -4.745 1.213 2.472
O -3.569 -0.121 1.162
H -4.060 0.690 4.908
H -0.007 -0.507 5.875
```

Energy above the lowest of the compared OMol25 structures with the same formula, charge and spin = 3.6600 eV
E = -117617.25485 eV
E_HOMO (spin up / spin down) = -5.3879 / -8.2187 eV
2S+1 = 7

Löwdin population analysis, charges in e, atoms 1 to 5: number 1, C, carries -0.048; number 2, C, carries -0.231; number 3, H, carries 0.077; number 4, H, carries 0.023; number 5, H, carries 0.106

No. 2
Density functional theory data (ωB97M-V/def2-TZVPD) for a molecular structure, C29H46BrCaNOP2 at a distorted geometry.

XYZ file:
```
81
C29H46BrCaNOP2 ωB97M-V/def2-TZVPD
C -2.726 -3.348 2.512
C -2.959 -3.296 1.122
C -4.234 -2.906 0.665
C -5.174 -2.487 1.614
N -4.900 -2.445 2.918
C -3.729 -2.892 3.372
C -1.864 -3.509 0.222
C -0.950 -3.722 -0.564
C 0.376 -3.487 -1.103
C 0.788 -2.144 -1.219
C 2.071 -1.837 -1.739
C 2.956 -2.873 -1.630
C 2.662 -4.201 -1.578
C 1.292 -4.510 -1.385
Ca 2.964 -2.019 0.667
P -0.687 0.808 1.531
H -4.490 -2.901 -0.393
H -1.781 -3.712 2.913
H -6.171 -2.165 1.302
H -3.573 -2.890 4.455
H 0.942 -5.543 -1.394
H 0.067 -1.347 -0.998
H 3.411 -4.983 -1.696
H 2.357 -0.834 -2.060
C -0.527 2.661 1.591
C -1.757 3.548 1.764
H -0.030 2.916 0.638
H 0.196 2.872 2.396
H -1.435 4.598 1.726
H -2.501 3.411 0.970
H -2.246 3.405 2.736
C -2.339 0.500 0.748
C -3.603 0.768 1.556
H -2.312 -0.567 0.470
H -2.363 1.069 -0.197
H -4.478 0.553 0.927
H -3.685 0.115 2.433
H -3.695 1.812 1.883
C -0.941 0.309 3.292
C -1.595 1.284 4.263
H 0.078 0.075 3.646
H -1.489 -0.645 3.276
H -1.537 0.863 5.275
H -1.095 2.258 4.286
H -2.659 1.444 4.051
Br 5.108 -2.124 -0.807
P -0.045 0.875 -2.388
C -1.415 2.100 -2.581
C -1.300 3.101 -3.720
H -1.474 2.630 -1.615
H -2.345 1.522 -2.678
H -2.180 3.756 -3.714
H -0.416 3.740 -3.624
H -1.278 2.614 -4.699
C 1.446 1.657 -3.170
C 1.704 1.451 -4.658
H 2.301 1.268 -2.592
H 1.384 2.732 -2.951
H 2.645 1.951 -4.927
H 1.814 0.394 -4.934
H 0.924 1.896 -5.286
C -0.492 -0.491 -3.558
C -1.310 -0.190 -4.804
H -1.037 -1.213 -2.933
H 0.449 -0.982 -3.834
H -1.506 -1.139 -5.324
H -2.280 0.256 -4.568
H -0.777 0.452 -5.511
C 5.890 0.703 2.695
C 4.904 1.826 2.327
C 3.812 1.153 1.490
O 3.911 -0.284 1.754
C 5.055 -0.572 2.647
H 6.685 0.637 1.945
H 6.342 0.868 3.673
H 5.372 2.657 1.794
H 4.452 2.217 3.247
H 2.798 1.482 1.757
H 3.974 1.310 0.412
H 5.601 -1.435 2.238
H 4.649 -0.822 3.635
```

Energy above the lowest of the compared OMol25 structures with the same formula, charge and spin = 0.0000 eV
Net charge = +2
E = -141398.40162 eV
E_HOMO = -12.6012 eV
2S+1 = 1

Löwdin population analysis, charges in e, atoms 1 to 5: number 1, C, carries -0.017; number 2, C, carries -0.235; number 3, C, carries 0.001; number 4, C, carries -0.118; number 5, N, carries 0.078